Below is C59H47GeOP2STcTe as an isolated structure, with properties calculated with wB97M-V/def2-TZVPD.

XYZ file:
```
113
Properties=species:S:1:pos:R:3:forces:R:3:mulliken_spin:R:1
Tc 0.18511 0.28811 1.45061 -0.5 -0.2 0.2 0.820
O 0.98448 2.44317 2.09606 0.1 0.2 0.6 0.028
C 0.17003 3.50032 1.68192 0.0 -0.1 -0.3 -0.011
C -0.12303 4.57945 2.49319 0.0 0.0 -0.1 -0.005
C -0.94396 5.57639 1.98289 0.0 0.0 0.0 0.000
C -1.45340 5.48680 0.69247 0.0 0.0 0.1 -0.001
C -1.18705 4.36788 -0.08092 0.0 0.0 0.0 -0.008
C -0.38892 3.34374 0.41851 0.1 0.2 0.1 -0.010
P -0.11421 1.74911 -0.41637 0.6 -0.1 0.2 0.012
C 1.03188 2.11183 -1.76789 -0.1 0.1 -0.1 0.010
C 0.60486 2.50965 -3.03439 0.0 0.0 0.0 0.000
C 1.53451 2.84340 -4.00611 0.0 0.0 0.0 0.000
C 2.89134 2.79773 -3.71526 0.0 0.0 0.0 0.001
C 3.31983 2.42481 -2.44976 0.0 0.0 0.0 0.001
C 2.39266 2.08292 -1.47861 0.0 0.0 0.0 0.009
C -1.71306 1.30570 -1.13193 0.0 0.1 -0.2 0.006
C -1.73783 0.47005 -2.24832 0.0 0.0 0.0 0.018
C -2.94198 -0.02106 -2.72327 0.0 0.0 0.0 -0.001
C -4.12902 0.32152 -2.08754 0.0 0.0 0.0 -0.001
C -4.10856 1.15232 -0.97788 0.0 0.0 0.0 -0.002
C -2.90323 1.64281 -0.49480 0.0 -0.1 0.0 0.009
C 2.30605 2.66259 2.49487 -0.1 -0.1 -0.2 -0.012
C 2.86852 3.92959 2.53949 0.0 -0.1 0.1 0.002
C 4.18319 4.06791 2.95364 0.0 0.0 0.0 0.000
C 4.93728 2.95692 3.29956 -0.1 0.1 0.0 -0.001
C 4.37827 1.69840 3.17999 0.0 0.0 -0.1 0.003
C 3.05662 1.51790 2.76844 0.1 0.1 0.0 -0.005
P 2.36805 -0.11588 2.33647 -0.1 0.2 -0.6 0.013
C 3.56281 -0.83444 1.16396 0.1 -0.1 0.1 -0.036
C 4.82591 -1.27922 1.56432 0.0 0.0 0.0 -0.002
C 5.71386 -1.79344 0.63571 0.0 0.0 0.0 0.002
C 5.35120 -1.87421 -0.70443 0.0 0.0 0.0 0.000
C 4.09266 -1.46213 -1.10537 0.0 0.0 0.0 0.003
C 3.19759 -0.95546 -0.17222 0.0 0.0 0.0 0.059
C 2.36290 -1.16812 3.81163 0.2 0.1 0.1 -0.037
C 3.42983 -1.25081 4.70940 0.0 0.0 0.1 -0.002
C 3.35765 -2.10119 5.80058 0.0 0.0 0.0 0.000
C 2.22407 -2.87618 6.01010 0.0 0.0 0.0 0.000
C 1.16327 -2.80103 5.12461 0.0 0.0 0.0 0.000
C 1.23883 -1.95176 4.03299 -0.1 -0.1 0.0 0.029
H 0.26881 4.63597 3.49876 0.0 0.0 0.0 0.000
H -1.18783 6.42782 2.60335 0.0 0.0 0.0 0.000
H -2.07778 6.27676 0.29979 0.0 0.0 0.0 0.000
H -1.62497 4.27498 -1.06722 0.0 0.0 0.0 0.000
H -0.45172 2.54940 -3.26854 0.0 0.0 0.0 0.000
H 1.19864 3.14182 -4.98986 0.0 0.0 0.0 0.000
H 3.61403 3.05736 -4.47669 0.0 0.0 0.0 0.000
H 4.37610 2.39350 -2.21766 0.0 0.0 0.0 0.000
H 2.72822 1.79444 -0.48962 0.0 0.0 0.0 0.018
H -0.81342 0.19829 -2.74358 0.0 0.0 0.0 -0.002
H -2.95437 -0.67615 -3.58433 0.0 0.0 0.0 0.000
H -5.06973 -0.06341 -2.45742 0.0 0.0 0.0 0.000
H -5.03067 1.41202 -0.47576 0.0 0.0 0.0 0.000
H -2.89142 2.25566 0.39716 0.0 0.0 0.0 0.002
H 2.30956 4.80172 2.24335 -0.1 0.0 0.0 0.000
H 4.61957 5.05647 2.99210 0.0 0.0 0.0 0.000
H 5.96182 3.06507 3.62483 0.0 0.0 0.0 0.000
H 5.00495 0.84032 3.37122 0.0 0.0 0.0 0.000
H 5.12075 -1.25448 2.60338 0.0 0.0 0.1 0.003
H 6.68750 -2.13676 0.95845 0.0 0.0 0.0 0.000
H 6.04819 -2.27472 -1.42823 0.0 0.0 0.0 0.000
H 3.78885 -1.55075 -2.14052 0.0 0.0 0.0 0.001
H 2.19983 -0.67460 -0.48744 0.0 0.1 0.0 0.013
H 4.31461 -0.64231 4.59655 0.0 0.0 0.0 0.000
H 4.18611 -2.14892 6.49473 0.0 0.0 0.0 0.000
H 2.17329 -3.53424 6.86740 0.0 0.0 0.0 0.000
H 0.27520 -3.40054 5.27058 0.0 0.0 0.0 -0.001
H 0.41373 -1.91212 3.33811 -0.1 0.0 0.0 -0.017
C -0.44281 -1.16366 0.56420 0.0 -0.3 0.1 -0.185
Ge -0.17930 -3.08058 0.17787 0.1 0.0 -0.2 0.007
C 0.85379 -3.25903 -1.47285 0.0 0.0 0.0 0.011
C 1.99802 -4.04438 -1.57414 0.0 -0.1 0.1 -0.004
C 2.66320 -4.18365 -2.78652 0.0 0.0 0.0 0.000
C 2.19610 -3.53135 -3.91623 0.0 0.0 0.0 0.001
C 1.04562 -2.75577 -3.83650 0.1 0.0 0.0 0.001
C 0.38032 -2.63529 -2.62739 -0.1 0.1 0.0 -0.001
C 0.66293 -4.12701 1.57673 0.0 -0.1 0.0 0.019
C -0.09029 -5.03812 2.31277 -0.1 0.0 0.1 -0.001
C 0.50507 -5.83298 3.28391 0.0 0.0 0.0 -0.002
C 1.86729 -5.73288 3.52169 0.0 0.0 0.0 0.002
C 2.63290 -4.83839 2.78799 0.0 0.0 0.0 0.001
C 2.03313 -4.04249 1.82517 0.0 0.0 0.0 -0.003
C -1.97347 -3.71176 -0.26482 0.0 -0.1 0.0 0.002
C -3.13851 -2.98156 -0.04335 0.0 0.1 0.0 0.003
C -4.37826 -3.48723 -0.40967 0.0 0.0 0.0 0.002
C -4.47085 -4.73674 -1.00382 0.0 0.0 0.0 0.000
C -3.31964 -5.47401 -1.24135 0.0 0.0 0.0 0.000
C -2.08389 -4.96147 -0.87821 0.0 0.0 0.0 0.002
H -1.36537 -0.89236 0.02303 -0.1 0.1 0.1 0.084
H 2.38062 -4.56928 -0.70660 0.0 0.0 0.0 0.000
H 3.54664 -4.80618 -2.84754 0.0 0.0 0.0 0.000
H 2.71255 -3.64066 -4.86075 0.0 0.0 0.0 0.000
H 0.66166 -2.26421 -4.72077 0.0 0.0 0.0 0.000
H -0.54148 -2.06443 -2.58973 0.0 0.0 0.0 0.004
H -1.15525 -5.13509 2.12805 0.0 0.0 0.0 0.001
H -0.09401 -6.53613 3.84765 0.0 0.0 0.0 0.000
H 2.33315 -6.35641 4.27325 0.0 0.0 0.0 0.000
H 3.69749 -4.75880 2.96882 0.0 0.0 0.0 0.000
H 2.65000 -3.35296 1.26372 0.0 0.1 0.0 0.001
H -3.09870 -2.00073 0.41704 0.0 0.0 0.1 -0.001
H -5.27193 -2.90466 -0.22598 0.0 0.0 0.0 0.000
H -5.43696 -5.13439 -1.28522 0.0 0.0 0.0 0.000
H -3.38612 -6.44494 -1.71422 0.0 0.0 0.0 0.000
H -1.19306 -5.54548 -1.08571 0.0 0.0 0.0 0.000
Te -1.49093 0.84919 3.34087 -0.1 0.0 0.2 0.137
C -2.79800 -0.75800 3.61140 -0.1 0.1 0.0 -0.013
C -4.08689 -0.63830 4.05415 0.0 0.0 0.0 0.013
C -4.74257 -1.89065 4.19440 0.0 0.0 0.0 -0.007
C -3.93854 -2.93855 3.86517 0.0 0.0 0.0 0.016
S -2.38824 -2.40424 3.38940 0.2 -0.1 -0.1 0.001
H -4.55653 0.31061 4.26835 0.0 0.0 0.0 0.001
H -5.76476 -2.00277 4.52229 0.0 0.0 0.0 0.000
H -4.18007 -3.98823 3.87223 0.0 0.0 0.0 0.001
```
Forces are in eV/Å.

Results
* HOMO level (alpha / beta): -9.487 / -9.848 eV
* gap between HOMO and LUMO (alpha / beta): 6.44 / 6.41 eV
* relative energy (zero: lowest compared OMol25 entry of this formula, charge and spin): 0.429 eV
* multiplicity: 2
* largest force on an atom: 0.6 eV Å⁻¹
* total charge: +1
* electronic energy: -159408.1959 eV

Below is C59H48Cl2HfN5O4P2Se as an isolated structure, with properties calculated with wB97M-V/def2-TZVPD.

XYZ file:
```
122
Properties=species:S:1:pos:R:3:forces:R:3:mulliken_charge:R:1
Hf 0.42080 0.01930 1.37834 0.2 0.3 0.1 2.113
C -1.48482 3.81316 3.47108 0.0 -0.1 0.1 -0.718
C -1.02748 4.95588 2.82773 0.0 0.1 0.0 -0.603
C -0.02094 4.81725 1.90450 0.0 0.0 0.1 -0.580
C 0.50340 3.54720 1.62589 0.1 0.0 0.1 -0.356
N 0.02466 2.43139 2.19473 -0.3 -0.1 -0.2 0.352
C -0.94667 2.60013 3.11632 0.1 0.1 0.0 -0.136
N 1.56284 3.54000 0.74275 0.0 -0.1 -0.1 -0.314
C 2.32079 2.53409 0.52837 -0.1 0.1 -0.2 0.339
N 2.26639 1.20720 0.97467 0.2 -0.2 0.2 -0.285
C 3.52192 0.65558 0.70839 0.1 -0.1 0.0 -0.269
N 4.08397 -0.44771 1.03988 -0.1 0.0 0.0 -0.409
C 3.57386 -1.44378 1.84662 0.0 -0.1 0.0 0.039
C 4.37674 -2.58818 1.95532 0.0 0.0 0.1 -0.367
C 3.95391 -3.64791 2.72475 0.1 0.0 -0.1 -0.575
C 2.74922 -3.53370 3.40455 -0.1 0.0 0.1 -1.123
C 2.02017 -2.37411 3.24727 0.2 0.0 0.0 -0.483
N 2.39466 -1.34839 2.47321 -0.1 0.1 -0.1 0.261
C 4.30062 1.59129 -0.13153 0.0 0.0 0.0 0.615
C 5.55313 1.46533 -0.71074 0.0 0.0 0.1 -0.076
C 6.00884 2.54120 -1.45892 0.0 0.0 0.0 -0.651
C 5.24342 3.70406 -1.59779 0.1 0.0 0.0 -0.787
C 4.00265 3.82654 -0.98894 -0.1 0.0 0.0 -0.426
C 3.54987 2.73517 -0.26561 0.0 0.0 -0.1 -0.079
H -2.27038 3.85041 4.21414 0.0 0.0 0.0 0.482
H -1.45254 5.92782 3.04524 0.0 0.0 0.0 0.462
H 0.40122 5.65990 1.37738 0.0 0.0 0.0 0.559
H -1.34311 1.70509 3.56408 0.0 0.0 0.0 -0.123
H 5.31659 -2.60066 1.42162 0.0 0.0 0.0 0.531
H 4.55679 -4.54444 2.80336 0.0 0.0 0.0 0.455
H 2.37309 -4.32289 4.04229 0.0 0.0 0.0 0.490
H 1.07735 -2.27465 3.75744 0.0 0.0 0.0 0.423
H 6.14434 0.56760 -0.57165 0.0 0.0 0.0 0.580
H 6.98066 2.49199 -1.93600 0.0 0.0 0.0 0.450
H 5.63799 4.52682 -2.18248 0.0 0.0 0.0 0.446
H 3.40689 4.72743 -1.06476 0.0 0.0 0.0 0.565
O 1.21433 -1.74759 0.29706 0.3 0.2 -0.3 0.610
P 1.11649 -2.55270 -0.97709 0.0 -0.3 0.1 1.583
C -0.54202 -2.29576 -1.65127 0.0 -0.1 0.0 -1.336
P -0.75989 -0.51358 -1.93083 0.1 0.2 0.1 1.488
O 0.05233 0.20503 -0.85786 -0.2 0.1 0.0 -0.460
C -0.06532 -0.08968 -3.52697 0.1 0.0 0.1 0.558
C 1.03137 0.76588 -3.57762 0.0 0.0 0.0 -0.441
C 1.58289 1.09879 -4.80705 0.0 0.0 0.0 -0.846
C 1.04576 0.57585 -5.97424 0.0 0.0 0.0 -0.692
C -0.05098 -0.27760 -5.92354 0.0 0.0 0.0 -0.896
C -0.61083 -0.60665 -4.70095 -0.1 0.0 0.0 -0.701
C -2.52458 -0.23394 -2.10179 0.0 0.0 0.0 1.072
C -3.47321 -1.02701 -1.45538 0.0 0.0 0.1 -0.402
C -4.81991 -0.73677 -1.57179 -0.1 0.0 0.0 -0.637
C -5.23433 0.35884 -2.31961 0.0 0.0 0.0 -0.705
C -4.30154 1.14123 -2.98280 0.0 0.0 0.0 -0.679
C -2.95334 0.83472 -2.88745 0.0 0.1 -0.1 -0.847
C 2.25349 -2.13088 -2.29177 0.0 0.0 0.0 0.093
C 3.32059 -1.27233 -2.06354 0.0 -0.1 -0.1 -0.085
C 4.17259 -0.93465 -3.10688 0.0 0.0 0.0 -0.461
C 3.95773 -1.45458 -4.37292 0.0 0.0 0.0 -0.870
C 2.89492 -2.32193 -4.60396 0.0 0.0 0.0 -0.788
C 2.04531 -2.66352 -3.56724 0.0 0.0 0.0 -0.664
C 1.34309 -4.28328 -0.58199 0.0 0.1 0.0 0.441
C 0.53456 -4.82100 0.41730 0.0 -0.1 0.1 -0.143
C 0.72596 -6.12710 0.83261 0.0 -0.1 0.0 -0.658
C 1.73532 -6.89576 0.26220 0.0 0.0 0.0 -0.639
C 2.55393 -6.35676 -0.71964 0.0 0.0 0.0 -0.773
C 2.36091 -5.04838 -1.14279 0.1 0.0 -0.1 -0.692
H -1.23787 -2.63549 -0.87856 0.0 0.0 0.0 0.473
H -0.71287 -2.87786 -2.55863 0.0 0.1 0.0 0.804
H 1.44463 1.16330 -2.65867 0.0 0.0 0.0 0.329
H 2.43399 1.76703 -4.85107 0.0 0.0 0.0 0.512
H 1.47868 0.83688 -6.93267 0.0 0.0 0.0 0.426
H -0.47491 -0.67554 -6.83662 0.0 0.0 0.0 0.434
H -1.48439 -1.25101 -4.66431 0.0 0.0 0.0 0.509
H -3.17593 -1.84924 -0.82029 0.0 0.0 0.0 0.090
H -5.54787 -1.35334 -1.05951 0.0 0.0 0.0 0.480
H -6.28862 0.59647 -2.39324 0.0 0.0 0.0 0.428
H -4.61967 1.98840 -3.57735 0.0 0.0 0.0 0.430
H -2.23598 1.42565 -3.44655 0.0 0.0 0.1 0.436
H 3.49915 -0.87994 -1.07585 0.0 0.0 0.0 0.326
H 4.99935 -0.25936 -2.92309 0.0 0.0 0.0 0.440
H 4.61858 -1.18790 -5.18921 0.0 0.0 0.0 0.432
H 2.72857 -2.72959 -5.59289 0.0 0.0 0.0 0.440
H 1.22333 -3.34592 -3.75943 0.0 0.0 0.0 0.399
H -0.22556 -4.21479 0.89035 -0.1 0.1 0.0 -0.176
H 0.09249 -6.54488 1.60638 0.0 0.0 0.0 0.484
H 1.88710 -7.91715 0.58954 0.0 0.0 0.0 0.415
H 3.34517 -6.95124 -1.15888 0.0 0.0 0.0 0.455
H 3.00789 -4.62780 -1.90441 0.0 0.0 0.1 0.369
Cl -3.77003 -2.93395 6.89240 0.0 0.0 0.0 -0.208
C -2.83032 -2.51987 5.50139 0.0 0.0 0.1 -0.092
C -3.10657 -3.15190 4.28416 0.0 0.0 0.0 -0.374
C -2.38029 -2.84955 3.16044 0.1 0.2 0.1 0.752
Cl -2.79463 -3.60399 1.66168 0.1 0.0 -0.1 -0.228
C -1.34121 -1.88495 3.18630 -0.1 0.1 -0.2 -0.828
O -0.65022 -1.61372 2.11927 0.1 -0.7 0.3 0.931
C -1.10531 -1.24645 4.42993 -0.1 -0.2 -0.1 1.394
C -0.08842 -0.24916 4.53917 0.0 0.0 0.1 -1.001
O 0.55633 0.23329 3.60596 0.0 0.1 -0.2 -0.691
C -1.84059 -1.58292 5.58099 0.0 0.0 0.0 -1.373
H -3.90671 -3.87819 4.22948 0.0 0.0 0.0 0.536
H 0.13772 0.11950 5.54581 0.0 0.0 0.1 0.379
H -1.62752 -1.09109 6.52297 0.0 0.0 0.0 0.484
C -5.09791 5.93481 0.52963 0.0 0.1 0.0 -1.733
C -4.39022 4.61348 0.64970 0.0 0.0 0.0 0.538
C -3.23041 4.34180 -0.05168 0.0 0.0 0.0 -0.736
C -2.55393 3.12438 0.04925 0.0 -0.1 0.0 0.404
C -1.31805 2.99007 -0.79411 0.2 0.0 0.1 -0.655
C -3.05314 2.12927 0.90004 -0.1 0.1 0.2 0.951
Se -2.25439 0.40304 1.27592 -0.2 0.2 -0.1 0.784
C -4.24925 2.38436 1.60804 0.0 -0.1 0.0 0.417
C -4.86077 1.37830 2.54780 0.0 0.0 0.1 -1.879
C -4.88614 3.60971 1.47331 0.0 0.0 0.0 -1.000
H -4.52576 6.63920 -0.07453 0.0 0.0 0.0 0.377
H -5.26059 6.38715 1.51048 0.0 0.0 0.0 0.372
H -6.07896 5.81665 0.06396 0.0 0.0 0.0 0.337
H -2.81619 5.10710 -0.70169 0.0 0.0 0.0 0.321
H -0.83635 3.95919 -0.92507 0.0 0.0 0.0 0.743
H -1.53974 2.60566 -1.78790 -0.1 0.0 -0.1 0.715
H -0.59002 2.31128 -0.37054 0.0 0.0 0.0 -1.210
H -4.88431 0.37462 2.12548 0.0 0.0 -0.1 0.276
H -5.88019 1.67098 2.80159 0.0 0.0 0.0 0.478
H -4.28679 1.30520 3.47827 0.0 0.0 -0.1 0.244
H -5.80087 3.78576 2.03337 0.0 0.0 0.0 0.408
```
Forces are in eV/Å.

Results
* HOMO level: -9.263 eV
* gap between HOMO and LUMO: 6.39 eV
* relative energy (zero: lowest compared OMol25 entry of this formula, charge and spin): 0.304 eV
* largest force on an atom: 0.7 eV Å⁻¹
* total charge: +1
* electronic energy: -187883.6575 eV